This record from OMol25 describes a 2-piece molecular cluster, C6H7N2O2 overall in a non-equilibrium geometry. The level of theory is ωB97M-V/def2-TZVPD.

Results
LUMO level (alpha / beta): -5.3289 / -5.3316 eV
DFT total energy: -13398.92522 eV
Orbital gap (alpha / beta): 8.550 / 8.546 eV
Energy above the lowest of the compared OMol25 structures with the same formula, charge and spin: 503.9 kJ/mol
Net charge: +1
Highest occupied orbital energy (alpha / beta): -13.88 / -13.88 eV

XYZ file:
```
17
Properties=species:S:1:pos:R:3:forces:R:3:mulliken_charge:R:1
C 1.14999 1.50880 1.08223 3.020 3.388 -0.193 -0.28
C -0.09981 1.65968 0.59726 -4.867 1.616 -1.457 -0.16
C 1.69432 0.27691 1.31925 -3.393 -1.464 -0.692 -0.52
C -0.95033 0.57019 0.45952 -0.733 -1.339 0.066 -0.22
C 0.87019 -0.81779 1.14637 -1.261 -1.154 -0.276 -0.13
C -1.24373 -1.09165 -1.88499 -4.286 -1.848 0.786 0.22
N -0.43142 -0.67154 0.72634 1.936 1.396 1.128 0.00
N -0.05014 -0.98702 -2.37412 4.864 0.598 -1.425 0.24
O 0.79897 -0.14674 -2.40490 -0.713 -0.506 0.465 -0.24
O -1.77790 -1.88609 -1.12516 0.760 0.447 0.299 -0.52
H 1.76297 2.48426 1.14057 -0.782 -1.865 0.203 0.34
H -0.70220 2.64365 0.27280 2.257 -1.915 1.086 0.30
H 2.58891 -0.07808 1.61330 3.484 0.303 1.096 0.53
H -2.06279 0.63892 0.16524 2.108 -0.233 0.453 0.42
H 1.20665 -1.88856 1.34088 -0.537 1.664 -0.359 0.34
H -1.83559 -0.67114 -2.67879 -0.924 0.987 -0.808 0.33
H -0.91810 -1.54377 0.60422 -0.934 -0.075 -0.370 0.35
```
Positions in Å, forces in eV/Å.

=====

This record from OMol25 describes C32H25N2O4RuSSb as an isolated structure. The level of theory is ωB97M-V/def2-TZVPD.

Results
LUMO level (alpha / beta): -9.3391 / -11.3264 eV
DFT total energy: -64687.68843 eV
Orbital gap (alpha / beta): 7.214 / 5.395 eV
Energy above the lowest of the compared OMol25 structures with the same formula, charge and spin: 0.0 kJ/mol
Net charge: +3
Multiplicity: 6
Highest occupied orbital energy (alpha / beta): -16.55 / -16.72 eV

XYZ file:
```
66
Properties=species:S:1:pos:R:3:forces:R:3:mulliken_spin:R:1
Ru 0.97946 -0.92547 -0.02873 0.316 -0.658 -0.009 3.65
O -1.12117 -4.34979 1.74667 -0.011 0.045 -0.028 0.01
C -0.33455 -3.39804 1.34271 0.041 -0.002 0.028 0.02
O -0.66689 -2.48785 0.58898 -0.097 -0.070 0.034 0.08
C 1.06219 -3.47162 1.87725 -0.019 0.047 -0.022 0.00
C 1.53580 -4.44824 2.73763 0.009 0.013 -0.011 0.01
C 2.85838 -4.35496 3.15292 -0.016 0.005 -0.008 0.01
C 3.64413 -3.29719 2.70775 -0.004 -0.013 0.014 0.00
C 3.08385 -2.36504 1.84867 -0.025 0.031 -0.051 0.01
N 1.81736 -2.46619 1.44226 0.071 -0.042 0.089 0.06
C 3.76626 -1.14214 1.28077 -0.040 0.039 -0.035 0.01
O 5.01831 -0.88616 1.52849 -0.014 -0.081 0.034 0.00
O 3.12383 -0.37018 0.58384 0.082 0.081 0.056 0.07
H -2.02184 -4.24619 1.38788 0.009 -0.035 0.022 0.00
H 0.89130 -5.25012 3.07072 0.002 -0.001 0.001 0.00
H 3.27269 -5.09636 3.82324 0.007 0.002 0.001 0.00
H 4.67005 -3.22341 3.04515 0.001 0.000 0.000 0.00
H 5.47694 -1.55439 2.05983 0.019 0.038 -0.016 0.00
C -5.19593 -0.51058 2.55098 0.005 0.003 -0.003 0.00
C -5.05436 -1.18873 1.34700 0.010 0.003 0.015 0.01
C -3.97327 -0.91723 0.52096 -0.028 -0.004 -0.027 0.02
C -3.04100 0.04279 0.91084 -0.155 -0.079 0.078 0.12
C -3.17733 0.72731 2.11843 -0.013 0.028 -0.018 0.02
C -4.26368 0.44484 2.93422 0.005 -0.005 0.013 0.01
Sb -1.51771 0.56523 -0.42270 -0.112 0.169 0.211 0.21
C 0.08384 1.07580 0.90759 0.051 0.156 0.009 0.17
C 0.97377 2.10967 0.55369 -0.048 0.007 -0.002 0.02
C 1.90741 2.57858 1.46513 0.001 0.003 -0.021 0.01
C 1.98654 2.00627 2.72726 -0.006 -0.021 0.023 0.06
C 1.13822 0.95822 3.08800 0.032 0.018 0.009 0.07
C 0.19706 0.48552 2.18819 -0.134 0.048 -0.017 0.00
C -1.85104 2.41538 -1.35303 0.014 0.094 -0.096 0.17
C -2.05025 2.50344 -2.72547 -0.017 0.013 0.006 -0.02
C -2.36757 3.74003 -3.27091 0.009 0.010 -0.026 0.01
C -2.47713 4.85525 -2.45216 0.003 -0.011 0.008 0.00
C -2.27202 4.75063 -1.08188 0.012 0.020 0.039 0.01
C -1.94920 3.52650 -0.51530 -0.041 0.001 -0.090 0.03
H -6.04347 -0.71878 3.19009 -0.005 0.001 -0.006 0.00
H -5.79501 -1.91676 1.04417 0.006 -0.004 -0.004 0.00
H -3.88391 -1.43767 -0.42561 0.017 0.012 -0.001 0.00
H -2.47025 1.48980 2.42256 0.007 -0.002 -0.008 0.00
H -4.38840 0.98109 3.86545 0.007 0.003 -0.001 0.00
H 0.89663 2.57129 -0.42458 0.008 0.008 0.001 0.00
H 2.56600 3.39305 1.19478 0.002 0.000 -0.001 0.00
H 2.70393 2.38439 3.44422 0.003 0.000 -0.002 0.00
H 1.18621 0.54624 4.08804 -0.002 -0.011 -0.004 0.00
H -0.51648 -0.27090 2.50247 0.018 -0.020 -0.019 -0.01
H -1.97525 1.63426 -3.36650 -0.001 -0.009 0.003 0.00
H -2.53742 3.83136 -4.33516 0.006 -0.015 -0.001 0.00
H -2.72728 5.81559 -2.88244 -0.007 -0.004 -0.005 0.00
H -2.36655 5.62355 -0.44975 0.004 -0.004 0.000 0.00
H -1.79677 3.45366 0.55477 0.002 0.000 0.009 0.00
S 0.82411 -2.68534 -4.31089 -0.019 -0.040 -0.085 0.04
C 0.81551 -2.63886 -2.63053 -0.002 -0.024 0.179 0.03
N 1.19085 -1.50365 -2.07517 -0.004 0.256 -0.290 0.13
C 1.52626 -0.56093 -3.05864 0.026 -0.033 0.093 -0.02
C 2.00242 0.73145 -2.83193 0.008 0.022 -0.020 0.04
C 2.27771 1.51950 -3.92778 -0.002 -0.019 -0.069 0.01
C 2.09817 1.03597 -5.23508 0.011 0.041 0.056 0.00
C 1.65127 -0.24567 -5.46874 -0.007 -0.031 0.047 0.00
C 1.36587 -1.04108 -4.35663 0.036 0.060 -0.099 -0.01
H 0.51156 -3.49917 -2.05121 -0.009 0.007 0.008 0.00
H 2.20170 1.09593 -1.82894 -0.017 -0.039 0.013 -0.03
H 2.65995 2.52103 -3.78506 0.001 0.002 -0.004 0.00
H 2.33404 1.67726 -6.07297 0.000 0.001 -0.003 0.00
H 1.53612 -0.62220 -6.47584 -0.006 -0.008 0.000 0.00
```
Positions in Å, forces in eV/Å.

=====

This record from OMol25 describes a 2-piece molecular cluster, CH8N3O overall in a non-equilibrium geometry. The level of theory is ωB97M-V/def2-TZVPD.

Results
LUMO level: -3.7079 eV
DFT total energy: -7675.23898 eV
Orbital gap: 10.577 eV
Energy above the lowest of the compared OMol25 structures with the same formula, charge and spin: 444.5 kJ/mol
Net charge: +1
Highest occupied orbital energy: -14.28 eV

XYZ file:
```
13
Properties=species:S:1:pos:R:3:forces:R:3:mulliken_charge:R:1
C -0.04797 -0.63394 -0.64893 0.994 0.195 -0.415 0.05
N -0.35321 0.35101 -1.53996 -0.376 -0.952 0.219 -0.37
N -0.38414 0.98374 1.56713 1.564 -2.576 2.738 -0.35
N 0.99251 -1.46577 -0.79887 1.220 0.829 -0.882 -0.37
O 0.72792 0.51290 0.70077 -2.681 0.591 2.003 -0.40
H -0.87224 -1.11584 -0.15284 -0.387 0.005 0.061 0.38
H 0.33173 1.05344 -1.69089 0.563 0.419 -0.387 0.27
H -1.30406 0.66386 -1.59341 -0.137 0.047 0.096 0.25
H -1.09616 0.20594 1.76940 1.520 0.832 -0.276 0.37
H -0.00544 1.26648 2.57819 -0.744 -0.542 -2.829 0.38
H -0.98049 1.69615 1.22016 -0.069 1.524 -0.901 0.33
H 1.94129 -1.17568 -1.06042 -0.924 0.346 -0.291 0.24
H 1.05026 -2.34228 -0.35032 -0.542 -0.719 0.864 0.22
```
Positions in Å, forces in eV/Å.

=====

This record from OMol25 describes a 2-piece molecular cluster, C4H10NOS overall in a non-equilibrium geometry. The level of theory is ωB97M-V/def2-TZVPD.

Results
LUMO level: -5.2668 eV
DFT total energy: -18672.48695 eV
Orbital gap: 9.070 eV
Energy above the lowest of the compared OMol25 structures with the same formula, charge and spin: 445.7 kJ/mol
Net charge: +1
Highest occupied orbital energy: -14.34 eV

XYZ file:
```
17
Properties=species:S:1:pos:R:3:forces:R:3:mulliken_charge:R:1
C -0.74167 0.22943 1.25836 -0.017 -1.356 -0.662 -1.20
C -2.85487 -0.08920 -0.18804 -3.142 -0.431 1.843 -1.02
C 3.63929 0.37650 -0.50419 0.097 -1.039 0.173 -0.21
C -1.57488 -0.55501 0.31387 -0.605 -1.153 0.561 0.79
N 2.42214 0.09540 -0.31858 -0.468 0.369 0.707 -0.26
O 2.07745 -1.22191 0.03176 -0.161 0.334 -0.268 -0.34
S -0.96680 -2.00113 -0.32013 0.205 1.328 0.525 -0.02
H 0.07566 0.52274 0.57982 0.506 0.218 0.986 0.39
H -1.19770 1.01608 1.80278 -0.755 1.121 -0.286 0.36
H -0.51002 -0.47909 2.05424 0.991 -0.055 -0.193 0.39
H -3.75222 0.33426 0.57244 2.794 -1.375 -1.489 0.32
H -3.33320 -0.80823 -0.89482 0.453 1.047 0.265 0.39
H -2.47428 0.83203 -0.55574 -0.206 1.273 -1.386 0.35
H 4.42292 -0.43014 -0.53748 -0.476 1.087 0.124 0.22
H 3.81151 1.45549 -0.55077 0.365 -0.512 -0.451 0.27
H 0.30855 -1.70090 0.12961 -0.276 -0.572 -0.246 0.27
H 2.68980 -1.86709 -0.32649 0.696 -0.283 -0.204 0.30
```
Positions in Å, forces in eV/Å.

=====

This record from OMol25 describes ClFPt3 as an isolated structure. The level of theory is ωB97M-V/def2-TZVPD.

Results
LUMO level (alpha / beta): -18.0244 / -22.4495 eV
DFT total energy: -24908.92419 eV
Orbital gap (alpha / beta): 9.264 / 2.206 eV
Energy above the lowest of the compared OMol25 structures with the same formula, charge and spin: 245.9 kJ/mol
Net charge: +4
Multiplicity: 7
Highest occupied orbital energy (alpha / beta): -27.29 / -24.66 eV

XYZ file:
```
5
Properties=species:S:1:pos:R:3:forces:R:3:mulliken_spin:R:1
Pt -4.95068 -13.07231 4.02184 0.382 0.131 -0.488 1.35
Pt -9.87565 -17.17608 7.36743 -0.515 -0.665 0.060 1.33
Pt -7.00952 -11.46953 9.32155 0.022 0.494 0.559 1.22
F -5.19484 -10.63938 6.35259 -0.027 -0.140 -0.074 1.01
Cl -7.09991 -14.40932 6.76342 0.138 0.180 -0.057 1.09
```
Positions in Å, forces in eV/Å.

=====

This record from OMol25 describes C5H10N5 as an isolated structure in a non-equilibrium geometry. The level of theory is ωB97M-V/def2-TZVPD.

Results
LUMO level (alpha / beta): -5.2492 / -5.2490 eV
DFT total energy: -12784.93649 eV
Orbital gap (alpha / beta): 8.319 / 8.320 eV
Energy above the lowest of the compared OMol25 structures with the same formula, charge and spin: 556.8 kJ/mol
Net charge: +1
Highest occupied orbital energy (alpha / beta): -13.57 / -13.57 eV

XYZ file:
```
20
Properties=species:S:1:pos:R:3:forces:R:3:mulliken_charge:R:1
C -0.18059 0.48012 0.57091 0.303 0.640 0.004 0.89
C -0.13273 -1.07060 -0.00659 -0.389 1.523 -1.099 0.36
C 1.82439 0.41323 0.51790 -3.182 -1.036 0.724 0.37
C -1.47025 1.36461 0.74350 1.019 -1.540 0.455 -1.11
C -1.38475 -1.76842 -0.41552 1.827 -2.980 -3.088 -1.49
N 0.84632 0.26040 1.57960 1.799 1.598 0.391 -0.42
N 2.18765 -0.76008 -0.15202 0.938 -2.312 -0.505 -0.30
N 0.92383 1.04548 -0.27435 -0.477 1.025 0.686 0.40
N 1.01462 -1.51180 -0.22853 -0.779 -1.098 -0.939 -0.28
N 0.89881 1.51500 -1.55090 -0.122 -2.118 1.815 -0.66
H -2.20589 0.96940 0.04216 -0.048 0.241 -0.111 0.37
H -1.13610 2.38187 0.41828 -0.772 -0.655 0.928 0.32
H -1.92642 1.21511 1.78629 0.962 0.759 -1.479 0.33
H -1.14504 -2.87232 -0.26609 -0.445 1.264 -0.291 0.36
H -1.68330 -1.70196 -1.55719 1.096 0.272 2.122 0.29
H -2.25757 -1.59620 0.08315 -2.022 0.964 1.801 0.47
H 0.89995 -0.47256 2.28836 -0.310 0.175 -0.630 0.28
H 2.86464 -1.51912 -0.00006 0.550 1.604 0.625 0.31
H 1.74896 1.31122 -2.05939 -0.249 0.636 -0.295 0.26
H 0.31346 2.31661 -1.51949 0.302 1.037 -1.115 0.25
```
Positions in Å, forces in eV/Å.